The following is a quantum chemistry calculation of a 2-piece molecular cluster, C8H12NOS overall, from OMol25.

Results
orbital gap: 6.23 eV
multiplicity: 1
relative energy (zero: lowest compared OMol25 entry of this formula, charge and spin): 7.7 kcal/mol
total charge: -1

Last column: Mulliken charge in e.
Element x y z (Å)
C (-2.1021, 1.4804, -0.7111)  -0.491
C (-2.4511, 0.1472, -0.9957)  -0.358
C (-1.3182, 1.4630, 0.4006)  0.180
C (-2.0742, -0.5309, 0.0785)  0.022
C (1.1156, -0.8049, -1.4371)  -0.758
C (1.4450, -1.0567, 0.9908)  -1.301
C (2.8824, 0.5989, -0.1575)  -0.846
C (1.9645, -0.3418, -0.2378)  0.829
N (-1.2823, 0.2092, 0.9120)  -0.536
O (-0.5882, 2.5067, 0.9937)  -0.578
S (-2.4119, -2.2482, 0.5715)  -0.365
H (-2.3227, 2.3975, -1.3620)  0.260
H (-3.1199, -0.2458, -1.7582)  0.378
H (1.6793, -0.5944, -2.4674)  0.322
H (0.6521, -1.8463, -1.3013)  0.190
H (0.2763, -0.0740, -1.4888)  0.056
H (0.4608, -0.5913, 1.3242)  0.350
H (1.2781, -2.1144, 1.0640)  0.365
H (2.0645, -0.7335, 1.8713)  0.357
H (3.3383, 1.2280, -0.9438)  0.267
H (-2.4663, -1.9943, 1.9703)  0.111
H (3.0838, 0.9391, 0.8510)  0.220
H (-0.1036, 2.2065, 1.8330)  0.325